[1]
# C22H13F4N3O5S

The molecule C22H13F4N3O5S (the ωB97M-V functional and the def2-TZVPD basis, the OMol25 dataset).

Geometry as XYZ:
```
48
Properties=species:S:1:pos:R:3:forces:R:3
C -3.204 0.637 1.818 0.6 -0.4 0.6
O -2.082 0.394 0.930 -0.6 0.3 0.4
C -2.024 1.330 -0.060 0.8 0.4 -0.1
C -3.142 1.680 -0.831 0.8 -0.2 0.4
C -3.076 2.673 -1.799 0.5 0.8 -0.8
C -4.240 2.897 -2.619 0.0 -0.4 -0.3
C -5.206 2.825 -3.331 0.0 0.3 0.1
C -6.361 2.628 -4.234 0.4 0.0 1.2
F -6.029 1.686 -5.131 -0.5 0.6 -0.3
F -6.706 3.796 -4.825 -0.1 -1.2 0.1
F -7.421 2.142 -3.519 0.5 0.6 -0.8
C -1.857 3.371 -1.988 -0.1 0.0 1.1
F -1.723 4.384 -2.878 -0.4 -0.7 0.4
C -0.779 3.101 -1.147 -1.0 -1.7 -0.5
C -0.789 1.990 -0.276 -1.2 1.0 -0.6
N 0.418 1.695 0.431 1.0 -1.2 0.1
C 0.845 2.576 1.409 -0.2 0.9 1.1
O 0.209 3.551 1.738 -1.2 0.7 -0.4
C 2.081 2.360 2.125 1.5 -2.9 -1.8
C 2.913 1.338 1.790 -0.1 0.5 0.8
C 2.483 0.369 0.790 -0.4 -0.4 -0.4
C 3.240 -0.790 0.487 -0.4 -0.3 -0.3
C 2.783 -1.716 -0.463 0.4 0.5 0.1
S 3.770 -3.235 -0.744 2.6 -1.0 -1.7
O 3.837 -3.667 -2.144 -1.6 1.1 1.9
O 5.119 -3.185 -0.154 -2.9 0.6 0.4
N 2.830 -4.388 0.037 0.8 0.7 -1.3
C 2.772 -4.556 1.386 0.1 -0.8 2.3
C 3.652 -4.226 2.453 2.0 1.2 0.5
C 3.142 -4.692 3.627 -0.7 0.2 -3.0
O 1.978 -5.311 3.297 0.2 -0.1 -0.4
N 1.800 -5.254 1.875 -1.3 -0.3 1.5
C 1.567 -1.471 -1.139 -0.2 -0.9 0.2
C 0.775 -0.375 -0.816 0.7 -0.1 -0.3
C 1.221 0.563 0.130 0.0 0.1 0.1
H -3.261 1.672 2.107 0.1 0.7 -0.3
H -4.135 0.340 1.354 -0.2 -0.3 0.1
H -3.023 0.143 2.783 0.0 -0.5 -0.7
H -4.080 1.168 -0.679 0.0 0.0 0.0
H 0.104 3.660 -1.251 1.0 0.7 -0.1
H 2.360 3.052 2.852 0.1 1.1 1.0
H 3.887 1.246 2.336 -1.0 -0.2 -0.8
H 4.177 -1.001 1.012 -0.3 0.2 -0.2
H 2.015 -4.669 -0.499 0.2 -0.1 0.1
H 4.605 -3.718 2.365 -0.2 0.0 -0.1
H 3.546 -4.571 4.625 -0.6 -0.4 0.0
H 1.154 -2.208 -1.858 0.5 0.6 0.4
H -0.148 -0.234 -1.374 0.1 0.1 0.3
```
Positions in Å, forces in eV/Å.

Properties
* LUMO level: -0.6 eV
* charge: 0
* SMILES: COc1cc(C#CC(F)(F)F)c(F)cc1-n1c(=O)ccc2cc(S(=O)(=O)Nc3ccon3)ccc21
* HOMO level: -0.3377 Ha


[2]
# C12H22ClN2O6P2S

A cluster of 2 separate species, C12H22ClN2O6P2S in total (the ωB97M-V functional and the def2-TZVPD basis, the OMol25 dataset).

Geometry as XYZ:
```
46
Properties=species:S:1:pos:R:3:forces:R:3
N 0.244 -2.679 0.093 -0.9 -0.4 -1.0
C -1.074 -3.395 -0.110 -0.9 -0.1 0.5
C -2.272 -2.572 0.622 0.4 -0.6 -0.7
C -2.551 -1.273 -0.280 -0.6 0.2 1.3
C -1.754 -0.046 0.387 0.6 0.1 -0.9
C -0.767 0.595 -0.757 1.1 -0.2 1.3
P -1.155 2.395 -1.132 0.2 -1.6 -0.9
N -2.780 2.416 -1.861 2.3 0.3 0.6
C 0.055 3.247 -2.313 0.0 1.3 -1.4
O 1.138 2.414 -2.780 0.1 0.3 2.2
C 2.052 2.078 -1.726 2.5 -1.5 2.8
C 2.448 3.062 -0.563 1.1 -3.8 -0.3
C 3.427 2.510 0.540 -1.3 -2.1 -2.9
C 3.968 1.043 0.471 -1.9 1.2 -2.0
C 3.580 0.071 -0.679 -2.0 4.3 -0.3
C 2.618 0.610 -1.770 0.7 2.0 2.3
P -1.345 3.479 0.788 -0.6 -0.2 2.7
O -0.599 2.510 2.026 -1.0 1.8 -1.7
Cl -0.300 5.321 0.683 0.1 -1.1 -0.4
H 0.488 -2.195 -0.789 0.1 -0.7 0.7
H 0.971 -3.361 0.362 -0.5 0.5 0.2
H -1.335 -3.475 -1.228 0.3 0.1 1.4
H -1.061 -4.459 0.302 0.3 1.6 -0.3
H -1.893 -2.349 1.680 -0.5 -0.3 -1.4
H -3.216 -3.210 0.734 1.3 0.8 -0.3
H -2.235 -1.529 -1.350 -0.2 0.7 1.4
H -3.660 -0.961 -0.332 1.5 -0.7 0.1
H -2.417 0.791 0.795 0.5 -1.3 -0.5
H -1.088 -0.425 1.253 -1.0 0.6 -1.6
H -0.709 -0.044 -1.701 -0.2 1.1 1.1
H 0.285 0.579 -0.272 -1.5 0.3 -1.1
H -2.903 3.355 -2.272 -0.3 -0.7 0.1
H -2.756 1.682 -2.589 -0.3 0.5 0.3
H 0.413 4.259 -1.880 -0.5 -1.7 -0.4
H -0.556 3.536 -3.255 1.0 -0.6 1.5
H 2.020 4.130 -0.501 0.9 -2.0 -0.1
H 3.688 3.222 1.408 -0.4 -1.5 -1.6
H 4.650 0.678 1.312 -1.2 0.6 -1.4
H 3.913 -1.013 -0.772 -0.4 1.8 0.4
H 2.273 -0.079 -2.629 0.6 1.3 1.6
H -1.122 2.758 2.829 0.5 -0.5 -0.6
O -0.630 -3.567 3.272 -0.5 0.6 -0.3
S 0.264 -4.737 3.453 0.2 -0.3 0.5
O 0.775 -4.755 4.840 0.1 0.0 0.2
O 1.400 -4.637 2.505 0.4 0.3 -0.7
O -0.492 -5.979 3.187 -0.4 -0.2 -0.2
```
Positions in Å, forces in eV/Å.

Properties
* LUMO level: -0.2 eV
* charge: -1
* HOMO level: -0.0677 Ha


[3]
# C4H16NO3

A cluster of 4 separate species, C4H16NO3 in total (the ωB97M-V functional and the def2-TZVPD basis, the OMol25 dataset).

Geometry as XYZ:
```
24
Properties=species:S:1:pos:R:3:forces:R:3
C -0.299 -3.105 0.016 -1.3 -0.8 -0.9
C -0.838 -2.440 -1.285 2.4 -1.0 -0.5
C -0.638 -0.967 -1.264 -1.2 1.4 0.4
C -1.121 -0.210 -0.284 0.7 -0.1 0.5
N -0.824 1.239 -0.244 0.6 -0.6 0.0
H -0.791 -2.716 0.903 0.4 0.1 0.2
H 0.780 -3.128 0.010 0.3 0.7 0.4
H -0.551 -4.167 -0.054 -0.2 0.1 0.2
H -1.815 -2.797 -1.617 -0.1 0.4 0.3
H -0.113 -2.822 -2.035 -0.7 0.1 0.0
H -0.156 -0.379 -2.056 0.0 -0.7 -0.1
H -1.538 -0.548 0.669 -0.1 0.0 -0.6
H -1.678 1.763 -0.067 0.1 0.3 0.0
H -0.141 1.427 0.529 -0.7 0.2 0.3
H -0.367 1.555 -1.105 -0.2 0.2 -0.4
H 0.367 2.091 -3.729 -0.2 0.1 0.0
H 1.583 2.371 -2.900 0.4 0.1 0.2
O 0.631 2.318 -2.830 -0.3 -0.3 0.0
H 0.800 1.419 2.718 0.1 0.1 -0.5
H -0.540 2.103 2.877 -0.2 0.3 -0.1
O 0.150 1.967 2.220 0.2 -0.3 0.5
H 2.882 0.367 2.564 0.1 -0.1 0.3
H 2.124 -0.274 3.765 0.3 -0.3 0.5
O 2.015 0.136 2.913 -0.4 0.3 -0.6
```
Positions in Å, forces in eV/Å.

Properties
* LUMO level: -2.7 eV
* charge: +1
* HOMO level: -0.5094 Ha


[4]
# C20H25N3O4S

The molecule C20H25N3O4S (the ωB97M-V functional and the def2-TZVPD basis, the OMol25 dataset).

Geometry as XYZ:
```
53
Properties=species:S:1:pos:R:3:forces:R:3
C 2.035 -0.722 5.632 0.0 -0.2 -0.2
C 2.134 -1.638 4.415 0.1 0.0 0.3
N 1.062 -1.398 3.479 0.3 0.0 0.1
C -0.080 -2.196 3.415 -0.1 -0.5 0.2
O -0.249 -3.191 4.080 -0.1 0.0 0.0
C -0.956 -1.569 2.392 -0.2 0.5 -0.5
C -2.198 -1.833 1.870 0.3 -0.1 0.3
C -2.702 -0.947 0.899 -0.1 0.1 -0.1
C -2.006 0.152 0.443 -0.2 0.0 0.1
C -0.723 0.440 0.956 0.0 -0.5 0.4
C 0.161 1.504 0.659 0.2 0.8 -0.5
S -0.163 2.645 -0.684 0.1 -0.3 -0.4
O 0.636 3.819 -0.493 0.2 -0.2 0.1
O -1.575 2.785 -0.885 0.0 -0.3 0.1
N 0.427 1.849 -2.011 -0.6 0.7 0.5
C 1.857 1.664 -2.087 0.6 0.1 0.0
C 2.229 0.954 -3.386 -0.2 -0.2 0.3
C 1.804 -0.516 -3.377 0.2 0.2 -0.1
N 0.367 -0.686 -3.205 0.0 -0.2 0.0
C 0.014 -2.006 -2.704 -0.4 -0.1 0.1
C -1.492 -2.053 -2.443 0.3 -0.1 0.2
O -2.229 -1.769 -3.606 -0.1 -0.1 -0.2
C -1.880 -0.503 -4.116 0.2 0.1 -0.2
C -0.385 -0.422 -4.424 -0.3 0.0 0.0
C 1.362 1.622 1.311 -0.2 0.3 -0.2
C 1.804 0.720 2.301 -0.1 -0.5 0.4
C 0.978 -0.333 2.606 0.0 0.5 -0.4
C -0.257 -0.445 1.930 -0.3 0.0 -0.2
H 2.856 -0.924 6.314 0.1 0.0 0.1
H 1.097 -0.897 6.153 -0.1 0.0 0.1
H 2.076 0.322 5.331 0.0 0.1 0.0
H 2.049 -2.682 4.726 0.1 0.1 -0.1
H 3.089 -1.493 3.901 -0.1 -0.1 0.0
H -2.781 -2.680 2.195 -0.1 -0.1 0.0
H -3.685 -1.142 0.496 -0.1 0.0 -0.1
H -2.440 0.824 -0.282 -0.1 -0.1 0.0
H -0.062 0.983 -2.224 -0.2 -0.2 0.1
H 2.303 2.661 -2.044 0.1 -0.1 0.0
H 2.233 1.080 -1.231 0.1 0.0 -0.1
H 1.768 1.483 -4.219 0.1 0.1 -0.1
H 3.312 0.993 -3.516 0.0 0.0 0.0
H 2.295 -1.012 -2.535 0.0 0.0 0.0
H 2.154 -1.004 -4.303 0.0 -0.1 0.1
H 0.547 -2.188 -1.767 0.0 0.0 0.0
H 0.283 -2.796 -3.426 0.0 0.0 0.1
H -1.794 -3.051 -2.122 0.0 0.1 0.1
H -1.738 -1.326 -1.654 0.0 -0.1 -0.1
H -2.468 -0.368 -5.025 0.1 0.1 0.1
H -2.143 0.282 -3.391 0.0 0.0 -0.1
H -0.147 0.579 -4.784 0.0 0.0 -0.1
H -0.134 -1.156 -5.209 0.0 0.1 0.0
H 1.980 2.469 1.054 0.1 0.1 0.0
H 2.757 0.875 2.781 0.1 0.0 0.1
```
Positions in Å, forces in eV/Å.

Properties
* LUMO level: -0.7 eV
* charge: 0
* SMILES: CCN1C(=O)c2cccc3c(S(=O)(=O)NCCCN4CCOCC4)ccc1c23
* HOMO level: -0.3128 Ha


[5]
# C2H12NO2S

A cluster of 3 separate species, C2H12NO2S in total (the ωB97M-V functional and the def2-TZVPD basis, the OMol25 dataset).

Geometry as XYZ:
```
18
Properties=species:S:1:pos:R:3:forces:R:3
C 1.006 -0.962 -0.165 -0.1 -0.5 -0.7
C 2.217 -0.371 0.521 0.8 -0.3 0.1
S 2.015 1.394 0.893 0.2 0.1 -0.2
N -0.310 -0.600 0.434 0.2 0.8 1.3
H 1.072 -2.049 -0.181 0.0 0.0 0.0
H 0.968 -0.643 -1.205 0.0 0.1 0.1
H 3.033 -0.572 -0.186 -0.1 0.6 0.0
H 2.589 -0.903 1.402 -0.6 0.0 0.1
H 2.065 1.327 2.228 0.1 -0.2 0.0
H -0.974 -0.156 -0.211 -0.2 -0.6 -0.3
H -0.160 0.155 1.124 0.3 0.2 -0.2
H -0.698 -1.365 0.983 -0.4 -0.1 -0.4
H -0.757 3.173 -0.128 0.2 0.2 0.0
H -2.007 2.312 -0.335 0.8 0.1 -0.1
O -1.027 2.274 -0.325 -1.1 -0.5 0.1
H -2.735 -1.708 -1.479 0.0 -1.2 0.0
H -3.590 -0.536 -1.824 -0.4 0.3 -0.2
O -2.708 -0.768 -1.545 0.6 0.8 0.4
```
Positions in Å, forces in eV/Å.

Properties
* LUMO level: -3.2 eV
* charge: +1
* HOMO level: -0.4881 Ha


[6]
# C17H38N7OPSW

A structure of composition C17H38N7OPSW (the ωB97M-V functional and the def2-TZVPD basis, the OMol25 dataset).

Geometry as XYZ:
```
66
Properties=species:S:1:pos:R:3:forces:R:3
W 0.366 -0.534 0.516 0.1 -0.1 0.5
C 2.068 -3.142 1.008 -0.2 -0.1 0.1
C 2.916 -2.206 0.176 0.0 0.2 0.0
N 2.577 -0.785 0.549 0.0 0.0 0.1
C 3.220 -0.408 1.877 0.1 0.0 -0.2
C 2.219 0.283 2.765 -0.2 0.0 0.0
N 0.921 -0.464 2.691 0.2 -0.1 0.0
C 0.922 -1.771 3.429 0.0 0.2 0.1
C 0.182 -2.786 2.593 0.0 -0.1 -0.1
N 0.642 -2.630 1.169 0.0 0.1 -0.1
H 2.041 -4.136 0.565 0.0 0.0 0.0
H 2.477 -3.255 2.009 0.0 0.0 0.0
H 3.977 -2.392 0.344 0.0 0.0 0.0
H 2.714 -2.323 -0.882 0.0 0.0 0.0
H 3.011 -0.199 -0.161 0.0 0.0 0.0
H 3.607 -1.320 2.326 0.0 0.0 0.0
H 4.077 0.239 1.692 0.0 0.0 0.0
H 2.575 0.337 3.794 0.0 0.0 0.0
H 2.021 1.301 2.429 0.0 0.0 0.0
H 0.226 0.140 3.121 0.0 0.0 0.0
H 1.951 -2.064 3.626 0.0 0.0 0.0
H 0.442 -1.647 4.399 0.0 0.0 0.0
H 0.362 -3.807 2.931 0.0 0.0 0.0
H -0.894 -2.617 2.614 0.0 0.0 0.0
H 0.046 -3.224 0.594 0.0 -0.1 0.0
C -2.622 -0.246 -1.208 0.1 0.0 0.1
N -1.921 -0.035 0.097 -0.1 -0.3 0.1
C -2.623 -0.835 1.164 0.0 0.1 -0.1
P -1.601 1.615 0.537 0.2 -0.3 0.0
O -0.257 1.234 1.274 0.1 -0.2 -0.5
N -2.721 2.223 1.474 -0.2 0.3 0.3
C -2.349 3.393 2.331 -0.1 -0.1 -0.1
C -4.185 2.101 1.239 0.1 0.0 0.1
N -1.202 2.476 -0.749 0.1 0.3 -0.1
C -2.047 3.579 -1.275 0.0 0.0 0.0
C 0.090 2.319 -1.419 -0.1 -0.1 0.0
H -2.596 -1.303 -1.454 0.0 0.0 0.0
H -2.138 0.326 -1.994 0.0 0.0 0.0
H -3.662 0.065 -1.112 0.0 0.0 -0.1
H -2.480 -1.895 0.954 0.0 0.0 0.0
H -3.694 -0.637 1.149 0.0 0.0 0.0
H -2.246 -0.580 2.154 0.0 0.0 0.0
H -1.268 3.465 2.446 0.0 0.0 0.0
H -2.798 3.251 3.312 0.0 0.0 0.0
H -2.728 4.310 1.882 0.0 0.0 0.0
H -4.409 1.300 0.540 0.0 0.0 0.0
H -4.570 3.035 0.833 0.0 0.0 0.0
H -4.674 1.894 2.189 0.0 0.0 0.0
H -2.949 3.677 -0.678 0.0 0.0 0.0
H -2.329 3.372 -2.306 0.0 0.0 0.0
H -1.489 4.514 -1.226 0.0 0.0 0.0
H 0.629 1.447 -1.011 0.0 0.1 -0.2
H 0.724 3.192 -1.259 -0.1 0.1 0.0
H -0.050 2.150 -2.487 0.0 0.0 0.0
S 0.278 -1.661 -1.635 -0.2 0.4 0.1
C 1.082 -1.064 -3.103 0.1 -0.2 0.1
N 0.690 -1.710 -4.229 0.1 0.0 -0.1
C 1.219 -1.479 -5.447 -0.1 0.0 0.1
C 2.211 -0.537 -5.594 0.0 0.0 -0.1
C 2.642 0.145 -4.466 0.0 0.0 0.0
C 2.076 -0.120 -3.217 0.0 0.1 0.0
H -0.020 -2.433 -4.157 0.0 0.0 0.0
H 0.823 -2.072 -6.261 0.0 0.0 0.0
H 2.638 -0.354 -6.570 0.0 0.0 0.0
H 3.432 0.882 -4.552 0.0 0.0 0.0
H 2.426 0.407 -2.341 0.0 0.0 0.0
```
Positions in Å, forces in eV/Å.

Properties
* LUMO level (alpha / beta): -13.5 / -13.4 eV
* multiplicity: 3
* charge: +4
* HOMO level (alpha / beta): -0.7687 / -0.7710 Ha